A gas-phase ion, C5H8ClS (charge +1), computed with ωB97M-V/def2-TZVPD.

Atoms and positions in Å:
C (-0.5740, -1.6586, 2.2908)
C (-0.0773, -0.6447, 1.8882)
C (0.5081, 0.5938, 1.3738)
C (-0.1258, 0.9231, -0.0073)
C (0.6272, 0.1441, -1.0775)
S (-0.2046, 0.1460, -2.6917)
Cl (-2.1436, -0.1111, -2.3232)
H (-1.1177, -2.5440, 2.5261)
H (1.5867, 0.4622, 1.2696)
H (0.3042, 1.4256, 2.0448)
H (-1.1720, 0.6318, 0.0456)
H (-0.0823, 1.9997, -0.1721)
H (0.7870, -0.8907, -0.7735)
H (1.5947, 0.6191, -1.2547)
H (0.0895, -1.0963, -3.1387)

Results
- LUMO level (eV) = -5.589
- net charge = +1
- DFT total energy (eV) = -28662.3069
- Kohn-Sham gap (eV) = 7.911
- HOMO (eV) = -13.50